Record 1
Entry from the Open Molecules 2025 dataset: a molecular structure, C24H48F6Na2O24P in a non-equilibrium geometry (wB97M-V/def2-TZVPD).

Each line ends with the Löwdin charge.
Geometry (Å):
P  -0.7489  -0.3167  -0.3908  0.133
Na  -4.7525  0.6470  0.5962  0.791
Na  -2.7159  -2.1455  -3.0885  0.751
F  -0.9039  -1.9730  -0.5669  -0.178
F  -2.2268  0.0290  0.1085  -0.152
F  -1.1805  -0.3666  -1.9255  -0.149
F  -0.4293  -0.4937  1.1471  -0.118
F  -0.4849  1.2446  -0.2089  -0.134
F  0.7992  -0.4225  -0.7327  -0.137
O  -0.8542  -5.3112  1.7102  -0.016
O  0.9976  0.2863  5.4714  -0.016
O  -2.2306  1.8624  -7.1029  0.138
O  1.7509  -1.7980  -4.4258  -0.006
O  -2.8316  2.0990  -4.8888  0.010
O  -3.7577  -1.8587  3.9032  0.022
O  5.8730  -0.4245  1.0629  0.363
O  0.6092  -1.5498  4.4331  0.026
O  -5.1809  -0.4100  2.7872  0.043
O  -0.8141  4.8127  4.4821  0.133
O  3.1939  3.5980  -2.9132  0.020
O  -0.3596  2.6481  3.8054  -0.024
O  -0.8513  -7.5854  1.3076  0.064
O  -1.1568  2.9789  5.8218  -0.012
O  0.8893  4.2470  -3.1922  -0.036
O  0.9011  -3.4905  -5.5743  0.010
O  -0.6187  -2.1221  -4.5049  0.044
O  2.4989  5.1780  -4.4746  -0.012
O  0.9835  -6.3625  2.2546  -0.041
O  4.6481  1.4376  0.4898  0.140
O  2.4053  -0.2412  3.7479  0.084
O  -4.1069  2.8733  -6.5244  -0.023
O  6.7105  1.1887  -0.4496  0.065
O  -5.5072  -1.0512  4.9636  0.009
C  -0.0785  -4.4550  -6.1221  0.005
C  0.8416  -2.6080  3.4918  -0.034
C  -1.9362  1.1683  -4.3609  -0.077
C  -0.7684  3.6131  4.7020  -0.524
C  -4.9025  -1.1108  3.7569  -0.493
C  -2.0576  -5.1362  0.9418  -0.018
C  1.6800  1.4218  5.9474  -0.053
C  0.3837  3.6194  -2.0081  -0.062
C  3.7736  5.3222  -5.0898  -0.027
C  -2.9769  2.2253  -6.2274  -0.574
C  1.3884  -0.4914  4.4047  -0.532
C  3.3151  0.9393  0.5389  0.035
C  0.1203  3.1260  2.6227  -0.106
C  -2.6862  -1.4555  3.0269  -0.029
C  5.7588  0.6400  0.3994  -0.332
C  -6.6077  -0.2022  5.1933  -0.016
C  2.2720  4.2917  -3.4860  -0.436
C  2.0247  -7.3090  1.9786  -0.039
C  0.5442  -2.4298  -4.8030  -0.437
C  7.8867  0.5250  -0.7482  -0.026
C  -0.3134  -6.5192  1.7549  -0.479
C  -1.8146  3.6099  6.8811  -0.048
C  1.8110  -0.7925  -3.4151  -0.043
C  -4.7379  2.9074  -7.8255  -0.002
H  -7.2770  -0.4400  6.0201  0.110
H  -1.1502  -4.3390  -5.9603  0.086
H  8.6077  0.6643  0.0573  0.118
H  -5.6067  3.5656  -7.8342  0.098
H  0.1829  -5.4430  -5.7429  0.094
H  0.7440  3.9217  -1.0248  0.094
H  4.3148  4.3793  -5.1688  0.096
H  1.7136  -1.2254  -2.4195  0.076
H  2.6850  -0.1432  -3.4655  0.102
H  4.3360  6.0122  -4.4608  0.101
H  -2.3087  -0.4826  3.3418  0.112
H  -2.9550  -1.3369  1.9773  0.059
H  2.4719  -7.6444  2.9144  0.099
H  1.1550  -2.4592  2.4585  0.093
H  -0.6693  3.9011  -2.0011  0.095
H  0.1151  -4.5835  -7.1870  0.099
H  2.7490  1.2543  6.0790  0.097
H  -1.4642  4.6277  7.0528  0.098
H  -0.4901  3.9723  2.3078  0.095
H  2.9249  0.8473  1.5525  0.105
H  3.2395  0.0235  -0.0474  0.111
H  -1.7148  3.1453  7.8621  0.102
H  -7.1149  -0.1442  4.2302  0.094
H  -1.9092  1.2517  -3.2744  0.071
H  7.6939  -0.5449  -0.8278  0.113
H  -2.5884  -6.0089  0.5613  0.098
H  -0.0421  -3.2318  3.6263  0.089
H  -2.7182  -4.5292  1.5609  0.089
H  1.5584  -8.0397  1.3178  0.090
H  -3.9721  3.1361  -8.5667  0.100
H  -2.8624  3.7313  6.6064  0.099
H  0.1654  2.3580  1.8505  0.076
H  1.0714  3.6581  2.6027  0.102
H  2.8407  -6.9916  1.3294  0.085
H  1.5727  2.2077  5.1998  0.080
H  8.3116  0.9610  -1.6523  0.123
H  -6.0777  0.7211  5.4271  0.106
H  -0.8842  1.4297  -4.4752  0.102
H  1.3488  1.7834  6.9209  0.102
H  0.9633  -0.1119  -3.4933  0.072
H  1.7561  -3.1571  3.7161  0.099
H  3.6110  5.7788  -6.0661  0.102
H  -2.0934  0.1267  -4.6409  0.079
H  -5.1522  1.9082  -7.9595  0.095
H  -1.6606  -4.5785  0.0937  0.081
H  -1.8960  -2.2055  2.9923  0.082
H  2.5826  1.6234  0.1105  0.118
H  0.4244  2.5443  -2.1835  0.067

For the HOMO energy (spin up / spin down), the calculation gives -0.5166 / -0.5166 Ha. The orbital gap (spin up / spin down) is 7.9900 / 3.1648 eV. The total charge is +2. Its spin multiplicity is 2.

Record 2
Entry from the Open Molecules 2025 dataset: a molecular structure, C24H48FeN2O3PS (wB97M-V/def2-TZVPD).

Each line ends with the Löwdin charge.
Geometry (Å):
Fe  -0.1105  -0.3191  0.1367  0.512
S  2.0715  -0.6686  1.0197  0.765
P  0.0504  -0.1459  -2.3847  0.774
O  -0.4454  0.1643  -3.8571  -0.267
O  0.5714  1.3110  -1.9053  -0.320
O  1.4722  -0.8926  -2.5192  -0.360
N  2.3337  -2.8193  -0.5746  0.140
N  3.3237  -2.9219  1.4869  0.123
C  -0.9588  -0.2597  2.2222  -0.107
C  -0.4032  -2.9183  2.9243  -0.067
C  -4.4472  -2.2180  0.1027  -0.050
C  2.5735  -0.3508  -3.3170  -0.231
C  -2.7938  -3.3267  2.6750  -0.036
C  2.5975  -2.2480  0.5959  -0.838
C  -3.6635  -0.9947  -0.3661  -0.515
C  2.9875  -1.3482  -4.3665  -0.056
C  -1.4230  -0.6189  -4.6101  -0.238
C  -1.2458  -3.6052  0.7036  -0.035
C  -2.4681  -0.6083  0.5324  -0.151
C  -0.6059  2.3305  2.0963  -0.544
C  -2.0678  0.7638  0.5625  -0.089
C  0.8571  2.5003  1.6698  -0.059
C  -1.7242  -1.2716  1.5557  -0.155
C  -1.5704  -2.7573  1.9372  -0.516
C  -1.1837  0.9978  1.6356  -0.253
C  -0.6759  2.3960  3.6254  -0.039
C  -3.2425  -1.2115  -1.8168  -0.078
C  -0.0857  2.5640  -2.2482  -0.252
C  -0.7267  -1.4453  -5.6579  -0.065
C  -1.4272  3.4770  1.5050  -0.044
C  -4.6706  0.1748  -0.3486  -0.048
C  0.5115  3.1711  -3.4923  -0.063
H  -2.0742  -3.6700  0.0014  0.062
H  -4.1134  -1.4474  -2.4323  0.100
H  -2.5203  -2.0260  -1.9152  0.077
H  0.5246  -2.4846  2.5518  0.039
H  1.5840  3.3188  -3.3660  0.088
H  1.9444  -2.2486  -1.3180  0.056
H  2.2588  0.5968  -3.7530  0.108
H  -4.3084  1.0411  -0.9016  0.076
H  3.3354  -2.2789  -3.9172  0.079
H  -3.1156  -2.6423  3.4617  0.099
H  -3.8790  -3.1415  0.0425  0.059
H  -1.0796  4.4318  1.9013  0.091
H  0.3393  2.5521  -4.3698  0.071
H  -2.4868  3.3768  1.7448  0.096
H  3.6669  -3.8528  1.3147  0.124
H  2.7187  -3.7182  -0.8166  0.127
H  -4.8914  0.4926  0.6707  0.101
H  0.0573  4.1481  -3.6648  0.089
H  -1.1604  2.3880  -2.3373  0.116
H  -1.3328  3.5186  0.4174  0.067
H  -2.5228  -4.2711  3.1510  0.089
H  1.2099  3.5079  1.8974  0.094
H  3.4608  -2.5252  2.4009  0.108
H  -0.3344  -0.4302  3.0824  0.109
H  2.1645  -1.5761  -5.0399  0.062
H  0.9880  2.3374  0.5959  0.059
H  -0.1009  -0.8228  -6.2964  0.086
H  -1.9922  -1.2373  -3.9190  0.077
H  -5.6047  -0.1397  -0.8163  0.089
H  0.0761  3.2067  -1.3842  0.103
H  -2.4912  1.5327  -0.0629  0.108
H  -0.0239  1.6528  4.0858  0.081
H  -0.6267  -2.4545  3.8858  0.094
H  -1.6920  2.2217  3.9821  0.097
H  3.3735  -0.1460  -2.6057  0.127
H  -3.6407  -3.5235  2.0302  0.050
H  -0.2409  -3.9818  3.1057  0.089
H  -1.4733  -1.9331  -6.2855  0.089
H  -4.8079  -2.0932  1.1226  0.093
H  -0.3919  -3.1917  0.1569  0.059
H  -2.7910  -0.2965  -2.2093  0.055
H  -5.3197  -2.3368  -0.5421  0.092
H  -0.9784  -4.6228  0.9973  0.092
H  -2.0918  0.1203  -5.0461  0.130
H  -0.3563  3.3781  3.9785  0.090
H  -0.1097  -2.2215  -5.2062  0.074
H  1.5036  1.7994  2.2014  0.053
H  3.8059  -0.9359  -4.9573  0.091

For the HOMO energy (spin up / spin down), the calculation gives -0.3658 / -0.4002 Ha. The orbital gap (spin up / spin down) is 7.8552 / 8.4529 eV. The total charge is +1. Its spin multiplicity is 5.